[1]
The following is a DFT calculation (ωB97M-V with the def2-TZVPD basis set) of a single C8H11N3 molecule in a non-equilibrium geometry.

The geometry in ORCA input format:
```
! wB97M-V def2-TZVPD RIJCOSX def2/J DEFGRID3
* xyz 0 1
C -2.33541 -0.16879 0.00129
C -2.12496 1.25093 0.09536
C -0.79692 1.69382 0.00960
C 0.33393 0.88649 -0.01036
C 2.73462 0.32262 -0.36330
C 2.38972 -0.94562 0.30154
C 0.12988 -0.48867 -0.14916
C -1.17695 -0.94781 -0.21494
H -3.68624 -1.72513 0.04412
H -4.38716 -0.23905 0.29088
H -2.95103 1.96695 0.05480
H -0.62974 2.81036 0.00204
H 1.79592 2.23333 -0.28677
H 2.81535 0.25338 -1.48550
H 3.68184 0.78281 0.05977
H 2.46795 -0.82951 1.42175
H 3.10091 -1.73942 0.05046
H 0.75748 -2.22117 0.53520
H -1.25566 -2.00780 -0.18072
N -3.64534 -0.68887 -0.13953
N 1.65118 1.29016 0.10014
N 1.13062 -1.48900 -0.13668
*
```

The SMILES is Nc1ccc2c(c1)NCCN2. The value obtained for the HOMO energy is -6.8 eV. The energy above the lowest of the compared OMol25 structures with the same formula, charge and spin is 0.0 kJ/mol. The calculation puts the HOMO-LUMO gap at 0.291 Ha.

=====

[2]
The following is a DFT calculation (ωB97M-V with the def2-TZVPD basis set) of a molecular structure, C40H32N11O3Sr in a non-equilibrium geometry.

The geometry in ORCA input format:
```
! wB97M-V def2-TZVPD RIJCOSX def2/J DEFGRID3
* xyz -1 1
Sr 1.26003 -0.54058 -0.60306
C -3.48615 -0.34739 -1.97722
C -4.19575 0.58872 -1.05451
C -5.56986 0.49700 -0.87225
C -6.24149 1.39015 -0.05842
C -5.54785 2.40094 0.57904
C -4.17383 2.52450 0.42301
C -3.42901 3.63968 1.08930
C -3.50833 1.60277 -0.38080
N -2.07933 1.66362 -0.49545
C -1.64784 2.08670 -1.70869
O -2.43041 2.68521 -2.44730
C -0.28219 1.79295 -2.30896
C -0.27835 1.69048 -3.70195
C 0.91869 1.45802 -4.34816
C 2.08078 1.37051 -3.60235
C 2.00035 1.47279 -2.22312
N 0.82965 1.67352 -1.59782
C 3.32096 1.36692 -1.42959
O 4.31512 1.79444 -2.02474
N 3.22938 0.80046 -0.23740
C 4.33422 0.78963 0.60585
C 5.03539 1.96282 0.94921
C 4.67161 3.29213 0.37275
C 6.07985 1.88458 1.85927
C 6.44652 0.68805 2.43879
C 5.74818 -0.46068 2.11316
C 4.69636 -0.42879 1.21423
C 3.97484 -1.69994 0.89980
H -4.15909 -1.13364 -2.31534
H -2.62388 -0.80750 -1.49725
H -3.12359 0.18733 -2.85578
H -6.11445 -0.28522 -1.38154
H -7.31019 1.30303 0.07249
H -6.07281 3.11108 1.20478
H -2.93279 4.26256 0.34485
H -2.65983 3.26474 1.76275
H -4.11126 4.26495 1.66379
H -1.20908 1.79241 -4.23851
H 0.94658 1.34684 -5.42491
H 3.05135 1.22112 -4.05207
H 3.59175 3.38247 0.27907
H 5.09038 3.40646 -0.62700
H 5.03918 4.09676 1.01254
H 6.61284 2.79210 2.11649
H 7.26925 0.64887 3.14063
H 6.02502 -1.40571 2.56401
H 4.39849 -2.52207 1.47787
H 4.04202 -1.95780 -0.15755
H 2.91608 -1.65245 1.18165
N -0.16809 -4.96885 0.97231
C 0.60532 -3.91653 0.57800
N 0.22597 -2.69844 0.50747
C -1.11294 -2.38084 0.85373
N -1.56225 -1.17136 0.86320
N -0.77153 -0.18265 0.47223
C -1.36917 1.08467 0.67710
C -0.35294 2.04358 1.27101
C -0.10792 3.33170 0.80261
C 0.82961 4.11260 1.45579
C 1.48686 3.59062 2.55792
C 1.15688 2.30873 2.95936
N 0.26200 1.55647 2.34511
C -2.00524 -3.46763 1.23581
C -3.35016 -3.25941 1.53656
C -4.17120 -4.31684 1.88147
C -3.67019 -5.60764 1.92422
C -2.33594 -5.84125 1.62052
C -1.51723 -4.77714 1.28107
H 0.19416 -5.90345 0.89544
H 1.62903 -4.16848 0.31433
H -2.17436 0.97879 1.42451
H -0.64207 3.72355 -0.04427
H 1.05060 5.10927 1.10046
H 2.24280 4.15156 3.08582
H 1.63954 1.86041 3.82036
H -3.72850 -2.25150 1.48715
H -5.21104 -4.13279 2.11148
H -4.31370 -6.43468 2.18607
H -1.93018 -6.84393 1.64207
O 0.08936 -1.36293 -2.43647
N -0.39168 -2.47132 -2.85877
C 0.44013 -3.49801 -2.86537
C -0.01085 -4.76195 -3.27214
N -0.34047 -5.81596 -3.59513
C 1.78003 -3.35546 -2.44530
N 2.86789 -3.21846 -2.08933
*
```

The value obtained for the HOMO energy is -4.0 eV. The energy above the lowest of the compared OMol25 structures with the same formula, charge and spin is 0.0 kJ/mol. The calculation puts the HOMO-LUMO gap at 0.240 Ha.

=====

[3]
The following is a DFT calculation (ωB97M-V with the def2-TZVPD basis set) of 4 unconnected molecules or ions with the total composition C38H66N5O5 in a non-equilibrium geometry.

The geometry in ORCA input format:
```
! wB97M-V def2-TZVPD RIJCOSX def2/J DEFGRID3
* xyz 0 4
N 2.32316 0.50226 7.89614
C 1.17602 1.39998 7.58378
C 1.32997 1.86527 6.13712
C 0.12877 2.66397 5.55523
C -1.22815 2.31689 6.13578
C -1.98962 3.30576 6.73055
C -3.22303 3.00964 7.23714
C -3.77778 1.75944 7.17302
C -3.03400 0.78091 6.58959
C -1.77235 1.05984 6.07924
C -1.22549 -0.24253 5.50279
O -0.10278 -0.61839 5.30545
N -2.41430 -1.04006 5.27847
C -3.33931 -0.68921 6.33021
O -4.14784 -1.42075 6.83986
H 2.79848 0.27646 7.03453
H 2.01026 -0.33889 8.35658
H 1.29319 2.25302 8.25974
H 0.23890 0.87868 7.78350
H 1.55889 1.04800 5.45576
H 2.18951 2.54097 6.12095
H 0.08498 2.43716 4.48613
H 0.28673 3.73553 5.67670
H -1.61031 4.31676 6.79159
H -3.81358 3.78063 7.72035
H -4.76554 1.53025 7.55055
H -2.82495 -0.79648 4.38234
C 2.49607 2.18188 0.08554
C 2.26777 3.43156 0.95928
C 3.02640 4.61719 0.36072
C 4.53682 4.52002 0.55556
C 4.87946 4.31364 2.02864
C 4.12983 3.14709 2.68014
N 2.66616 3.16464 2.37489
O 2.09481 4.05190 3.13496
C 4.74637 1.80847 2.22633
C 4.39026 3.18807 4.18533
C 0.76614 3.69718 0.84687
H 1.90843 2.24189 -0.83035
H 3.52663 2.05755 -0.24148
H 2.18732 1.27378 0.60640
H 2.67442 5.54883 0.81663
H 2.80062 4.69512 -0.70525
H 4.95311 3.71117 -0.05097
H 5.00785 5.43866 0.19898
H 5.95572 4.15770 2.13188
H 4.65101 5.23897 2.56792
H 4.13930 0.96657 2.56327
H 5.74141 1.68465 2.65487
H 4.87759 1.72805 1.15000
H 4.11369 4.14412 4.62884
H 5.45231 3.04425 4.38294
H 3.84358 2.39860 4.70115
H 0.18893 2.86870 1.26309
H 0.48681 3.80676 -0.20113
H 0.46477 4.61432 1.35221
C -2.82506 2.98877 -3.84415
C -1.35531 2.52091 -3.90689
C -1.09987 1.82349 -5.24443
C -1.74637 0.44333 -5.33307
C -1.32421 -0.42440 -4.15113
C -1.54477 0.23865 -2.78808
N -1.03587 1.64133 -2.74233
O 0.25390 1.60285 -2.59598
C -3.04494 0.21017 -2.43097
C -0.89421 -0.63206 -1.71117
C -0.54398 3.81619 -3.85831
H -2.96923 3.87438 -4.46317
H -3.53403 2.25392 -4.21894
H -3.10911 3.25601 -2.82516
H -0.02191 1.71475 -5.40355
H -1.46651 2.45094 -6.06006
H -2.83554 0.52725 -5.37712
H -1.44304 -0.03959 -6.26419
H -1.86697 -1.37243 -4.19079
H -0.26412 -0.67393 -4.27041
H -3.24297 0.80201 -1.53574
H -3.36623 -0.81102 -2.22407
H -3.69317 0.56587 -3.22821
H 0.16394 -0.81098 -1.90057
H -1.37352 -1.61103 -1.67504
H -0.99212 -0.17848 -0.72293
H -0.70285 4.34393 -2.91554
H -0.85077 4.47713 -4.66845
H 0.52471 3.64440 -3.97996
C 0.68912 -6.89799 -4.89527
C -0.22322 -5.67048 -5.10611
C 0.20337 -4.54949 -4.15802
C -0.17071 -4.81786 -2.70458
C -1.65981 -5.12873 -2.57631
C -2.14034 -6.23640 -3.51925
N -1.65654 -6.04470 -4.91980
O -2.39496 -5.13967 -5.48868
C -1.68610 -7.61057 -2.98706
C -3.66726 -6.29525 -3.45879
C 0.05744 -5.23946 -6.54602
H 1.66462 -6.73015 -5.35194
H 0.89211 -7.11745 -3.84933
H 0.26282 -7.78834 -5.35968
H -0.26029 -3.60626 -4.46761
H 1.28263 -4.39470 -4.22819
H 0.42823 -5.63677 -2.29694
H 0.06992 -3.93828 -2.10276
H -1.88607 -5.40260 -1.54336
H -2.22151 -4.20956 -2.77831
H -1.89160 -8.39664 -3.71524
H -2.22762 -7.86209 -2.07484
H -0.63182 -7.65318 -2.72383
H -4.12849 -5.33683 -3.69309
H -3.98928 -6.56316 -2.45266
H -4.06153 -7.04354 -4.14829
H -0.23451 -6.01823 -7.25288
H 1.12284 -5.05037 -6.67582
H -0.46067 -4.32003 -6.81518
*
```

As for the expectation value of S²: 3.76. The value obtained for the HOMO energy (alpha / beta) is -8.6 / -8.9 eV. The calculation puts the HOMO-LUMO gap (alpha / beta) at 0.313 / 0.324 Ha.